No. 1
88
Properties=species:S:1:pos:R:3:mulliken_charge:R:1 method="wB97M-V/def2-TZVPD" relative_energy_kj_mol=0.0 orbital_gap_ev=8.27 e_homo_ha=-0.330
Pd 0.586 -0.309 -0.636 2.30
O 1.985 -1.840 -4.647 -0.65
As 2.129 -0.876 -3.179 0.93
O 0.531 -0.729 -2.602 -0.48
O 3.152 -1.668 -2.188 -0.77
C 2.564 0.830 -3.978 -0.25
C 2.930 0.827 -5.321 -0.56
C 3.216 2.017 -5.977 -0.59
C 3.142 3.221 -5.294 -0.75
C 2.783 3.234 -3.956 -0.73
C 2.488 2.046 -3.302 0.17
S 1.995 2.202 -1.600 1.30
O 2.812 3.234 -1.021 -0.68
O 2.337 0.859 -1.016 -0.61
O 0.561 2.436 -1.581 -0.66
H 2.248 -2.736 -4.401 0.32
H 2.989 -0.112 -5.850 0.52
H 3.502 1.998 -7.020 0.38
H 3.370 4.151 -5.799 0.39
H 2.738 4.160 -3.400 0.49
F -4.047 -6.030 -1.118 -0.29
C -3.496 -4.831 -0.991 0.49
C -4.252 -3.697 -1.209 0.37
F -5.534 -3.806 -1.544 -0.30
C -3.663 -2.455 -1.070 0.04
F -4.449 -1.398 -1.285 -0.44
C -2.327 -2.291 -0.713 0.17
P -1.623 -0.589 -0.688 1.29
C -2.518 0.329 0.595 1.30
C -3.623 -0.146 1.295 -0.98
C -4.215 0.641 2.271 -0.78
C -3.707 1.902 2.556 -0.95
C -2.607 2.381 1.860 -1.17
C -2.014 1.597 0.883 -0.29
C -2.219 0.084 -2.265 1.22
C -2.189 -0.718 -3.404 -0.80
C -2.607 -0.210 -4.620 -0.87
C -3.041 1.107 -4.712 -0.64
C -3.053 1.911 -3.585 -0.73
C -2.642 1.404 -2.360 -0.37
C -1.576 -3.456 -0.495 -0.37
Br 0.229 -3.474 -0.009 -0.03
C -2.165 -4.704 -0.637 0.21
F -1.467 -5.818 -0.433 -0.32
H -4.015 -1.137 1.112 0.42
H -5.070 0.264 2.816 0.45
H -4.166 2.509 3.326 0.40
H -2.192 3.355 2.085 0.45
H -1.148 1.968 0.341 0.63
H -1.816 -1.733 -3.349 0.52
H -2.578 -0.838 -5.500 0.46
H -3.363 1.505 -5.665 0.41
H -3.379 2.941 -3.652 0.47
H -2.649 2.048 -1.492 0.29
C 0.474 4.121 3.854 -0.64
C 0.990 4.039 2.567 -0.59
C 1.140 2.804 1.953 -0.45
C 0.762 1.645 2.628 0.21
C 0.261 1.726 3.923 -0.01
C 0.118 2.965 4.533 -0.74
As 1.007 -0.042 1.717 1.09
C 0.205 -1.347 2.903 0.22
C -1.129 -1.225 3.282 0.07
C -1.733 -2.219 4.039 -1.01
C -1.007 -3.337 4.425 -0.80
C 0.328 -3.453 4.064 -0.72
C 0.934 -2.462 3.305 -0.59
C 2.892 -0.391 1.954 0.12
C 3.625 -1.016 0.953 -0.51
C 4.967 -1.305 1.175 -0.95
C 5.566 -0.973 2.379 -0.44
C 4.829 -0.346 3.377 -0.81
C 3.492 -0.053 3.165 0.01
H 0.358 5.086 4.330 0.38
H 1.285 4.933 2.035 0.49
H 1.555 2.764 0.952 0.14
H -0.016 0.832 4.465 0.46
H -0.271 3.024 5.541 0.45
H -1.698 -0.349 3.000 0.48
H -2.771 -2.115 4.330 0.50
H -1.478 -4.113 5.013 0.41
H 0.900 -4.319 4.370 0.44
H 1.975 -2.562 3.022 0.40
H 3.197 -1.266 -0.014 0.36
H 5.536 -1.780 0.387 0.51
H 6.613 -1.195 2.542 0.39
H 5.297 -0.079 4.316 0.42
H 2.919 0.443 3.940 0.40



No. 2
86
Properties=species:S:1:pos:R:3:mulliken_charge:R:1 method="wB97M-V/def2-TZVPD" relative_energy_kj_mol=0.0 orbital_gap_ev=7.01 e_homo_ha=-0.280
Ir 0.693 0.406 -1.513 3.03
Br 2.893 1.416 -0.986 -0.21
C 3.930 -0.101 -1.516 0.71
C 5.266 -0.092 -1.278 -0.65
C 6.023 -1.193 -1.732 -0.70
C 5.411 -2.206 -2.410 -0.92
C 4.016 -2.195 -2.662 1.14
C 3.391 -3.230 -3.396 -1.09
C 2.054 -3.163 -3.644 -1.19
C 1.273 -2.103 -3.134 0.04
C 1.798 -1.092 -2.365 0.85
C 3.220 -1.123 -2.179 -0.33
H 5.739 0.732 -0.762 0.44
H 7.089 -1.215 -1.550 0.43
H 5.991 -3.044 -2.778 0.41
H 3.992 -4.052 -3.766 0.40
H 1.571 -3.938 -4.226 0.44
H 0.213 -2.121 -3.349 0.15
Cl -2.643 -0.535 0.302 -0.23
C -1.840 0.050 1.730 0.38
C -2.635 0.607 2.715 -0.87
C -2.052 1.014 3.908 -0.63
C -0.692 0.828 4.100 -1.18
C 0.096 0.277 3.099 -0.64
C -0.451 -0.100 1.873 0.22
P 0.532 -0.842 0.514 0.50
C -0.130 -2.538 0.489 0.32
C -0.671 -3.124 -0.644 0.10
C -1.172 -4.418 -0.589 -0.96
C -1.145 -5.124 0.603 -0.56
C -0.622 -4.535 1.747 -0.84
C -0.118 -3.247 1.692 -0.33
C 2.222 -1.118 1.162 0.51
C 2.955 -0.118 1.803 -0.37
C 4.265 -0.340 2.198 -1.05
C 4.877 -1.555 1.929 -0.72
C 4.175 -2.542 1.253 -0.81
C 2.859 -2.326 0.873 -0.66
H -3.704 0.729 2.568 0.71
H -2.695 1.450 4.666 0.59
H -0.235 1.104 5.042 0.45
H 1.142 0.112 3.302 0.71
H -0.729 -2.554 -1.556 0.54
H -1.596 -4.869 -1.477 0.45
H -1.542 -6.130 0.647 0.40
H -0.613 -5.075 2.684 0.45
H 0.283 -2.788 2.588 0.40
H 2.509 0.848 1.997 0.31
H 4.808 0.442 2.713 0.45
H 5.900 -1.729 2.235 0.43
H 4.649 -3.486 1.020 0.42
H 2.326 -3.106 0.345 0.40
O -1.037 -0.355 -2.247 -0.28
N -1.299 -0.086 -3.550 0.09
C -2.369 -0.750 -4.050 -0.42
C -2.773 -0.548 -5.334 -0.86
C -2.058 0.362 -6.126 -0.23
C -0.981 1.018 -5.598 -0.86
C -0.574 0.796 -4.267 0.87
S 0.760 1.596 -3.556 -0.59
H -2.843 -1.415 -3.343 0.53
H -3.629 -1.086 -5.712 0.44
H -2.354 0.544 -7.150 0.40
H -0.406 1.724 -6.180 0.45
O -5.759 1.673 3.266 -0.68
S -5.593 2.704 4.274 1.22
O -4.634 2.353 5.319 -0.73
O -6.800 3.344 4.727 -0.69
C -4.619 3.991 3.431 0.00
N -4.607 5.231 3.916 -0.49
C -3.714 6.061 3.396 -0.39
C -2.797 5.678 2.425 -0.59
C -2.929 4.379 1.969 -0.04
N -3.851 3.550 2.439 -0.08
C -2.031 3.721 0.986 1.38
C -2.565 3.043 -0.102 -0.78
C -1.743 2.241 -0.864 -0.49
N -0.452 2.047 -0.573 -0.03
C 0.069 2.748 0.442 -0.16
C -0.669 3.611 1.222 -0.91
H -3.719 7.076 3.782 0.42
H -2.049 6.357 2.040 0.46
H -3.625 3.090 -0.306 0.47
H -2.134 1.672 -1.694 0.19
H 1.111 2.569 0.674 0.05
H -0.204 4.115 2.059 0.48



No. 3
92
Properties=species:S:1:pos:R:3:mulliken_spin:R:1 method="wB97M-V/def2-TZVPD" relative_energy_kj_mol=24.4 s_squared=0.758 charge=+2 orbital_gap_ev="7.09 / 6.58" spin_multiplicity=2 e_homo_ha="-0.498 / -0.501"
Ti -0.739 0.883 -0.326 0.14
C 0.455 3.799 0.643 0.01
C 0.429 2.824 1.783 -0.01
C 0.913 3.225 3.018 0.00
C 0.907 2.341 4.077 0.00
C 0.342 1.090 3.893 0.00
C -0.189 0.739 2.663 0.00
N -0.099 1.591 1.614 0.01
Sb -1.548 -0.969 2.859 0.00
C -0.709 -2.899 2.324 0.00
C -1.164 -3.844 3.236 0.00
C -0.760 -5.161 3.074 0.00
C 0.072 -5.467 2.019 0.00
C 0.483 -4.455 1.150 0.00
C 1.374 -4.762 -0.012 0.00
N 0.099 -3.182 1.310 0.00
C -2.859 -0.276 1.271 -0.01
C -4.105 -0.880 1.228 0.00
C -5.180 -0.169 0.718 0.00
C -5.000 1.155 0.360 0.01
C -3.731 1.713 0.388 -0.03
C -3.541 3.166 0.068 0.01
N -2.671 0.968 0.771 0.02
H 1.438 4.264 0.566 0.00
H 0.236 3.346 -0.321 0.00
H -0.270 4.598 0.814 0.00
H 1.302 4.229 3.126 0.00
H 1.303 2.627 5.043 0.00
H 0.270 0.404 4.727 0.00
H -1.810 -3.570 4.062 0.00
H -1.090 -5.926 3.765 0.00
H 0.409 -6.481 1.853 0.00
H 1.571 -5.829 -0.087 0.00
H 0.892 -4.430 -0.931 0.00
H 2.326 -4.234 0.080 0.00
H -4.241 -1.879 1.621 0.00
H -6.161 -0.625 0.667 0.00
H -5.838 1.772 0.065 0.00
H -4.195 3.757 0.710 0.00
H -2.515 3.481 0.237 0.00
H -3.814 3.385 -0.964 0.00
O 0.157 0.286 -2.552 0.01
S 0.114 -1.117 -2.129 -0.01
O -0.602 -2.067 -2.899 0.00
O -0.473 -0.966 -0.693 0.01
C 1.783 -1.592 -1.960 0.00
C 2.245 -2.669 -2.702 0.00
C 3.592 -2.974 -2.672 0.00
C 4.459 -2.203 -1.904 0.00
C 3.983 -1.118 -1.183 0.00
C 2.634 -0.784 -1.215 0.00
P 2.059 0.705 -0.313 -0.01
C 2.749 0.373 1.331 0.00
C 2.486 -0.897 1.858 0.00
C 2.951 -1.238 3.117 0.00
C 3.683 -0.319 3.861 0.00
C 3.924 0.949 3.353 0.00
C 3.447 1.303 2.096 0.00
C 2.941 2.074 -1.109 0.01
C 4.293 2.340 -0.884 0.00
C 4.922 3.360 -1.582 0.00
C 4.215 4.106 -2.515 0.00
C 2.879 3.827 -2.763 0.00
C 2.242 2.812 -2.066 0.00
H 1.551 -3.242 -3.302 0.00
H 3.965 -3.808 -3.250 0.00
H 5.514 -2.441 -1.876 0.00
H 4.674 -0.522 -0.599 0.00
H 1.905 -1.616 1.290 0.00
H 2.749 -2.224 3.515 0.00
H 4.070 -0.592 4.834 0.00
H 4.488 1.668 3.932 0.00
H 3.630 2.300 1.718 0.00
H 4.862 1.754 -0.176 0.00
H 5.968 3.567 -1.402 0.00
H 4.710 4.898 -3.060 0.00
H 2.333 4.396 -3.504 0.00
H 1.205 2.579 -2.280 -0.01
F -7.466 -1.837 -3.298 0.00
C -6.341 -1.150 -3.327 0.02
C -5.277 -1.533 -2.522 0.00
F -5.394 -2.583 -1.714 0.00
C -4.097 -0.820 -2.560 -0.02
F -3.089 -1.222 -1.788 -0.01
C -3.966 0.307 -3.360 0.04
S -2.497 1.281 -3.430 0.27
C -5.043 0.678 -4.153 0.04
F -4.944 1.753 -4.926 0.00
C -6.222 -0.041 -4.151 -0.01
F -7.234 0.332 -4.913 0.00
O -1.193 2.263 -1.522 0.07
N -2.132 1.340 -1.810 0.45



No. 4
85
Properties=species:S:1:pos:R:3:mulliken_spin:R:1 method="wB97M-V/def2-TZVPD" relative_energy_kj_mol=550.0 s_squared=15.801 charge=-1 orbital_gap_ev="3.72 / 5.21" spin_multiplicity=8 e_homo_ha="-0.053 / -0.157"
Gd 2.115 0.749 0.541 5.07
Br 0.399 1.385 3.229 0.01
C -1.117 0.443 3.944 0.09
C -1.746 1.089 4.994 0.16
C -2.640 0.379 5.789 -0.06
C -2.825 -0.973 5.581 0.24
C -2.189 -1.645 4.509 -0.06
C -2.306 -3.043 4.346 0.24
C -1.665 -3.690 3.306 -0.03
C -1.008 -2.956 2.323 0.11
C -0.950 -1.567 2.399 0.14
C -1.393 -0.894 3.577 -0.01
H -1.505 2.122 5.217 0.04
H -3.144 0.885 6.604 0.00
H -3.459 -1.550 6.246 0.01
H -2.888 -3.603 5.071 0.01
H -1.702 -4.770 3.223 0.01
H -0.572 -3.469 1.475 0.05
C 2.578 -2.240 5.528 0.11
C 1.869 -2.343 4.337 -0.03
C 2.230 -1.580 3.242 0.06
C 3.292 -0.665 3.312 -0.07
C 4.029 -0.599 4.505 0.11
C 3.667 -1.375 5.592 -0.04
N 3.540 0.136 2.203 0.35
N 4.703 0.819 2.289 0.24
C 4.987 1.659 1.303 0.01
C 6.273 2.284 1.318 0.04
C 6.638 3.131 0.321 0.01
C 5.730 3.412 -0.730 0.08
C 4.510 2.803 -0.694 -0.01
N 4.115 1.945 0.272 0.12
H 2.289 -2.828 6.391 0.01
H 1.029 -3.025 4.259 -0.02
H 1.717 -1.706 2.298 0.00
H 4.870 0.079 4.556 0.01
H 4.241 -1.301 6.510 0.00
H 6.932 2.033 2.138 0.00
H 7.619 3.591 0.322 0.00
H 5.987 4.078 -1.542 0.00
H 3.784 2.993 -1.476 0.01
S 2.107 -1.693 -0.835 -0.01
C 0.467 -2.249 -1.071 0.00
C 0.235 -3.236 -2.052 0.00
C -1.026 -3.737 -2.307 0.00
C -2.132 -3.256 -1.607 -0.01
C -1.938 -2.289 -0.641 0.00
C -0.657 -1.810 -0.353 0.00
S -0.498 -0.617 0.951 0.03
H 1.095 -3.595 -2.607 0.00
H -1.156 -4.500 -3.067 0.00
H -3.128 -3.633 -1.810 0.00
H -2.775 -1.902 -0.070 0.00
C -2.553 -1.358 -6.199 0.00
C -2.056 0.056 -6.017 0.00
C -2.043 0.932 -7.097 0.00
C -1.593 2.236 -6.955 0.00
C -1.168 2.680 -5.714 0.00
C -1.180 1.820 -4.623 0.00
N -0.746 2.336 -3.360 0.00
C -1.606 2.372 -2.267 -0.01
C -2.989 2.484 -2.464 0.00
C -3.851 2.591 -1.389 0.00
C -3.366 2.623 -0.085 0.00
C -2.003 2.522 0.121 0.02
C -1.120 2.374 -0.947 -0.01
C 0.317 2.144 -0.627 -0.02
O 1.051 1.470 -1.415 -0.02
O 0.792 2.560 0.473 -0.01
C -1.606 0.492 -4.761 0.00
C -1.583 -0.441 -3.582 0.00
H -2.919 -1.511 -7.215 0.00
H -3.362 -1.581 -5.500 0.00
H -1.758 -2.083 -6.010 0.00
H -2.386 0.584 -8.065 0.00
H -1.591 2.907 -7.805 0.00
H -0.835 3.701 -5.569 0.00
H 0.202 2.095 -3.113 0.00
H -3.373 2.468 -3.478 0.00
H -4.919 2.656 -1.565 0.00
H -4.040 2.717 0.757 0.00
H -1.596 2.540 1.124 0.00
H -2.539 -0.420 -3.049 0.00
H -0.803 -0.171 -2.874 0.00
H -1.407 -1.469 -3.891 0.00



No. 5
87
Properties=species:S:1:pos:R:3:mulliken_charge:R:1 method="wB97M-V/def2-TZVPD" relative_energy_kj_mol=52.1 charge=-1 orbital_gap_ev=7.02 e_homo_ha=-0.180
Zn -1.027 1.330 1.410 2.83
Cl 2.067 3.920 7.534 -0.27
C 1.632 3.326 5.946 0.16
C 2.604 2.683 5.164 -0.66
C 2.289 2.229 3.914 0.41
Cl 3.513 1.444 2.962 -0.19
C 0.977 2.360 3.343 -0.48
O 0.747 1.995 2.153 -0.61
C 0.008 2.964 4.209 1.26
C -1.391 3.056 3.858 -0.62
O -1.988 2.440 2.981 -0.58
C 0.362 3.466 5.473 -1.00
H 3.605 2.546 5.549 0.45
H -1.982 3.740 4.488 0.25
H -0.397 3.945 6.084 0.35
O -1.262 3.620 -0.264 -0.68
C -1.640 2.457 -0.182 -1.35
C -2.462 1.942 -1.376 0.52
C -2.966 2.883 -2.275 -0.56
C -3.692 2.494 -3.385 -0.76
C -3.904 1.139 -3.627 -0.72
C -3.406 0.195 -2.745 -0.10
C -2.697 0.580 -1.602 1.20
P -2.051 -0.638 -0.368 1.58
C -1.572 -2.063 -1.410 0.09
C -1.620 -3.360 -0.893 -0.64
C -1.043 -4.420 -1.582 -0.80
C -0.395 -4.203 -2.791 -0.57
C -0.323 -2.915 -3.305 -0.56
C -0.899 -1.855 -2.617 -0.44
C -3.660 -1.182 0.363 0.60
C -4.542 -2.033 -0.308 -0.24
C -5.739 -2.424 0.273 -0.76
C -6.078 -1.968 1.542 -0.52
C -5.218 -1.112 2.214 -0.84
C -4.018 -0.723 1.630 -0.09
H -2.762 3.929 -2.074 0.47
H -4.093 3.237 -4.066 0.38
H -4.463 0.819 -4.501 0.43
H -3.565 -0.858 -2.946 0.25
H -2.100 -3.538 0.064 0.49
H -1.089 -5.419 -1.163 0.41
H 0.063 -5.029 -3.322 0.38
H 0.192 -2.733 -4.242 0.41
H -0.829 -0.851 -3.021 0.24
H -4.292 -2.399 -1.297 0.20
H -6.408 -3.086 -0.265 0.41
H -7.003 -2.290 2.008 0.37
H -5.465 -0.761 3.209 0.43
H -3.350 -0.080 2.187 0.07
C 2.409 2.622 -0.685 -1.29
As 1.136 1.222 -1.161 0.49
C 0.666 1.958 -2.915 -1.46
C 2.430 -0.199 -1.717 -0.40
C 3.473 0.202 -2.711 0.15
C 4.716 0.681 -2.294 -0.30
C 5.678 1.081 -3.214 -0.67
C 5.418 1.008 -4.576 -0.44
C 4.188 0.526 -5.008 -0.72
C 3.229 0.128 -4.085 -0.17
H 3.102 2.819 -1.503 0.52
H 2.954 2.336 0.215 0.14
H 1.829 3.519 -0.463 0.40
H 1.555 2.143 -3.517 0.58
H 0.148 2.902 -2.730 0.48
H -0.016 1.297 -3.454 0.18
H 1.825 -1.029 -2.081 0.48
H 2.891 -0.512 -0.779 -0.34
H 4.927 0.740 -1.231 0.42
H 6.636 1.449 -2.864 0.38
H 6.168 1.317 -5.295 0.37
H 3.973 0.461 -6.068 0.38
H 2.272 -0.253 -4.428 0.41
I 5.090 -4.201 2.539 0.00
C 3.202 -3.297 2.697 -0.19
C 2.844 -2.315 1.788 -0.47
C 1.593 -1.718 1.903 0.88
C 0.711 -2.114 2.899 -0.15
C 1.088 -3.108 3.793 -0.66
C 2.339 -3.703 3.706 -0.49
C -0.662 -1.488 3.016 -0.28
O -1.503 -2.055 3.714 -0.77
O -0.810 -0.388 2.385 -0.33
H 3.534 -2.013 1.011 0.43
H 1.287 -0.935 1.221 0.05
H 0.378 -3.409 4.552 0.46
H 2.636 -4.469 4.410 0.36